Formula: C11H25FO11S2
Source: OMol25
Level of theory: wB97M-V/def2-TZVPD

The geometry in ORCA input format:
```
! RIJCOSX wB97M-V def2-TZVPD def2/J DEFGRID3
* xyz 0 1
C -3.235 1.402 1.874
C -2.525 0.288 0.855
F -2.804 0.574 -0.590
C -0.872 0.198 1.097
O -0.499 0.363 2.511
C -0.576 -0.899 3.263
O 0.048 -0.953 4.468
O -1.301 -2.049 2.699
C -0.839 -3.325 3.267
O -1.297 -4.394 2.320
O -0.267 -4.689 1.576
H -4.092 1.907 1.256
H -3.738 0.894 2.807
H -2.389 2.140 2.222
H -2.991 -0.762 1.170
H -0.442 1.157 0.530
H -0.389 -0.732 0.566
H 0.327 -3.360 3.423
H -1.422 -3.489 4.269
H 0.182 -5.471 2.051
O -3.744 -0.936 -6.090
S -2.310 -0.902 -6.291
O -1.518 -2.109 -6.380
O -1.642 0.081 -5.177
C -1.922 -0.153 -3.804
C -1.100 -1.307 -3.261
C -1.962 0.105 -7.711
H -2.993 -0.322 -3.648
H -1.657 0.761 -3.263
H -1.409 -2.255 -3.711
H -1.219 -1.390 -2.178
H -0.039 -1.170 -3.493
H -2.509 1.045 -7.621
H -2.293 -0.438 -8.599
H -0.887 0.283 -7.763
O 4.091 0.140 1.500
S 3.229 0.945 2.341
O 2.010 1.544 1.841
O 4.122 2.099 3.064
C 4.923 2.949 2.256
C 4.088 4.028 1.593
C 2.840 0.017 3.804
H 5.482 2.369 1.514
H 5.657 3.421 2.917
H 3.409 3.599 0.850
H 4.728 4.756 1.086
H 3.470 4.550 2.331
H 3.763 -0.388 4.222
H 2.168 -0.796 3.519
H 2.344 0.676 4.518
*
```

Calculated values
SMILES: C[C@@H](F)COC(=O)OCOO.CCOS(C)(=O)=O.CCOS(C)(=O)=O
Electronic energy (eV): -58714.946
Strongest force on any atom (eV Å⁻¹): 8.86